Molecular formula: C9H12BF3NO15S2
Method: DFT, wB97M-V/def2-TZVPD

Results
HOMO level ... -6.40 eV
Gap between HOMO and LUMO ... 8.647 eV

The geometry in ORCA input format:
```
! wB97M-V def2-TZVPD RIJCOSX def2/J DEFGRID3
* xyz -1 1
O 2.110 -2.472 -0.778
S 2.359 -1.020 -1.035
O 3.736 -0.644 -0.592
N 1.278 -0.068 -0.206
S 0.033 0.356 -1.216
O -0.485 1.679 -0.762
O 0.373 0.310 -2.664
B -1.359 -0.900 -0.951
O -1.029 -2.069 -0.248
O -2.653 -0.690 -1.430
H 2.329 -0.793 -2.387
H -0.515 -2.618 -0.838
H -2.788 -1.368 -2.083
C 5.844 -3.570 -0.632
C 7.066 -3.428 0.229
O 8.030 -4.204 -0.471
C 7.680 -4.166 -1.785
O 8.394 -4.484 -2.676
O 6.418 -3.711 -1.941
F 6.883 -3.964 1.466
H 5.270 -4.467 -0.390
H 5.186 -2.704 -0.577
H 7.428 -2.403 0.330
C -6.136 0.652 1.135
C -5.415 -0.610 0.753
O -6.139 -1.044 -0.389
C -6.648 0.071 -0.975
O -7.086 0.112 -2.073
O -6.588 1.134 -0.134
F -5.512 -1.557 1.724
H -6.996 0.454 1.778
H -5.487 1.377 1.623
H -4.367 -0.466 0.485
C -1.613 5.528 1.479
C -0.390 4.713 1.161
O -0.247 3.912 2.326
C -1.491 3.745 2.839
O -1.783 2.937 3.653
O -2.366 4.633 2.300
F 0.712 5.502 1.023
H -1.370 6.428 2.049
H -2.174 5.810 0.591
H -0.494 4.067 0.285
*
```


Molecular formula: C9H12ClF3N4O7
Method: DFT, wB97M-V/def2-TZVPD

Results
HOMO level ... -7.40 eV
Gap between HOMO and LUMO ... 5.976 eV

The geometry in ORCA input format:
```
! wB97M-V def2-TZVPD RIJCOSX def2/J DEFGRID3
* xyz 0 1
C -2.211 1.385 -3.121
C -2.432 1.478 -1.650
O -2.315 2.537 -1.077
O -2.737 0.303 -0.946
C -1.749 -0.194 -0.198
O -1.739 -1.355 0.162
C -0.653 0.738 0.299
N 0.505 -0.049 0.663
C 1.229 -0.668 -0.243
N 0.932 -0.614 -1.543
C 1.814 -1.381 -2.122
N 2.655 -1.906 -1.249
N 2.314 -1.446 -0.022
C 3.025 -1.772 1.198
C 3.488 -0.525 1.934
C 3.981 -0.844 3.317
F 4.904 -1.795 3.318
F 2.973 -1.227 4.100
F 4.512 0.259 3.857
H -2.775 2.163 -3.609
H -2.523 0.432 -3.524
H -1.165 1.556 -3.324
H -1.017 1.246 1.178
H -0.356 1.509 -0.396
H 0.697 -0.146 1.639
H 1.870 -1.577 -3.169
H 3.403 -2.532 -1.494
H 3.918 -2.291 0.881
H 2.464 -2.472 1.804
H 4.303 -0.082 1.379
H 2.734 0.240 2.041
O -5.991 0.392 0.286
Cl -6.017 1.807 -0.013
O -7.270 2.378 0.410
O -5.848 1.994 -1.443
O -4.922 2.459 0.678
*
```


Molecular formula: C9H12F2
Method: DFT, wB97M-V/def2-TZVPD

Results
HOMO level (spin up / spin down) ... -7.48 / -8.39 eV
Gap between HOMO and LUMO (spin up / spin down) ... 6.566 / 8.412 eV
Energy relative to the best compared isomer or geometry (same formula, charge and spin) ... 538.5 kJ/mol

The geometry in ORCA input format:
```
! wB97M-V def2-TZVPD RIJCOSX def2/J DEFGRID3
* xyz 0 1
C 1.838 -1.936 -0.443
C 0.964 -1.108 0.098
C -2.107 1.031 0.315
C -1.684 0.274 1.340
C 0.973 -0.897 -1.374
C -2.492 -0.939 1.793
C 1.792 1.441 -1.250
C 1.790 0.147 -2.069
C -0.446 0.445 1.962
F 0.175 1.647 1.961
F -0.036 -0.349 2.912
H 2.340 -2.924 -0.513
H -1.670 2.013 0.068
H -3.085 0.819 -0.032
H 0.048 -1.199 -1.793
H -3.377 -0.660 2.165
H -2.835 -1.622 0.930
H -1.724 -1.613 2.276
H 1.972 1.218 -0.193
H 0.792 1.945 -1.246
H 2.413 2.206 -1.659
H 2.865 -0.254 -2.146
H 1.493 0.315 -3.102
*
```


Molecular formula: C9H12FN2
Method: DFT, wB97M-V/def2-TZVPD

Results
HOMO level (spin up / spin down) ... -11.98 / -11.98 eV
Gap between HOMO and LUMO (spin up / spin down) ... 7.490 / 7.495 eV
Energy relative to the best compared isomer or geometry (same formula, charge and spin) ... 62.5 kJ/mol

The geometry in ORCA input format:
```
! wB97M-V def2-TZVPD RIJCOSX def2/J DEFGRID3
* xyz 1 1
C 4.086 -0.567 -0.390
C 3.821 0.142 0.818
C 2.998 -1.083 -1.051
C 2.488 0.533 1.058
C 1.668 -0.670 -0.799
C 1.411 0.105 0.309
C 0.023 0.614 0.478
C -3.320 0.020 1.595
C -2.210 0.635 -0.418
N -0.915 0.300 -0.348
N -2.981 -0.165 -1.375
F -4.480 -0.094 0.939
H 5.082 -0.726 -0.758
H 4.463 0.524 1.479
H 3.121 -1.535 -1.988
H 2.288 1.112 2.011
H 0.867 -0.760 -1.540
H -0.128 1.319 1.234
H -3.341 0.870 2.282
H -3.028 -0.899 2.091
H -2.459 1.700 -0.706
H -2.450 -1.083 -1.484
H -3.942 -0.480 -1.101
H -3.064 0.187 -2.333
*
```


Molecular formula: C9H12FNO2S
Method: DFT, wB97M-V/def2-TZVPD

Results
HOMO level ... -8.83 eV
Gap between HOMO and LUMO ... 7.748 eV
Energy relative to the best compared isomer or geometry (same formula, charge and spin) ... 139.4 kJ/mol

The geometry in ORCA input format:
```
! wB97M-V def2-TZVPD RIJCOSX def2/J DEFGRID3
* xyz 0 1
C -1.198 -0.025 1.658
C -0.550 -0.310 2.833
C 0.077 -2.395 2.099
C -0.637 -2.337 0.918
C -1.269 -1.061 0.677
C 1.908 1.242 -0.073
C -0.603 -3.313 -0.261
C 0.765 3.423 -1.153
C -2.135 0.498 -0.826
N 0.059 -1.437 3.026
O -1.086 1.290 -0.822
O -1.956 -0.826 -0.454
F -3.147 1.101 -0.038
S 0.638 2.181 0.186
H -1.606 0.919 1.681
H -0.457 0.453 3.717
H 0.601 -3.265 2.188
H 2.353 0.949 -0.953
H 2.506 0.877 0.746
H -0.926 -2.752 -1.066
H 0.422 -3.633 -0.384
H -1.290 -4.132 -0.009
H -0.258 3.484 -1.773
H 0.800 4.316 -0.651
H 1.642 3.169 -1.921
H -2.561 0.392 -1.786
*
```


Molecular formula: C9H12N2
Method: DFT, wB97M-V/def2-TZVPD

Results
HOMO level ... -8.43 eV
Gap between HOMO and LUMO ... 8.844 eV
Energy relative to the best compared isomer or geometry (same formula, charge and spin) ... 824.8 kJ/mol

The geometry in ORCA input format:
```
! wB97M-V def2-TZVPD RIJCOSX def2/J DEFGRID3
* xyz 0 1
C 1.550 -1.332 -3.325
C 1.056 0.716 -1.894
C 0.842 -1.487 -1.000
C 0.624 -1.222 0.276
C -0.079 -0.104 0.838
C -0.005 -0.204 2.160
C -0.911 0.672 2.928
C -1.877 1.511 1.069
C -1.001 0.883 0.260
H 2.704 -1.684 -2.892
H 1.718 -0.623 -4.286
H 0.867 -2.243 -3.843
H 1.612 0.487 -0.613
H 0.265 1.707 -2.076
H 2.027 1.271 -2.587
H 1.423 -2.403 -1.067
H 0.664 -2.087 0.906
H 0.560 -1.009 2.653
H -1.328 0.744 3.972
H -2.946 1.901 0.471
H -1.056 1.012 -0.769
N 0.824 -0.620 -2.156
N -1.924 1.525 2.478
*
```


Molecular formula: C9H12N2O
Method: DFT, wB97M-V/def2-TZVPD

Results
SMILES string ... C#C/C=N\OC.C#CC(=C)CN
HOMO level ... -8.55 eV
Gap between HOMO and LUMO ... 8.807 eV
Energy relative to the best compared isomer or geometry (same formula, charge and spin) ... 782.7 kJ/mol

The geometry in ORCA input format:
```
! wB97M-V def2-TZVPD RIJCOSX def2/J DEFGRID3
* xyz 0 1
C 4.704 -0.282 0.080
C 3.579 -0.475 -0.216
C 2.230 -0.596 -0.541
N 1.296 0.307 -0.640
O 1.597 1.414 0.115
C 0.399 2.128 0.455
H 5.716 -0.056 0.334
H 1.919 -1.589 -0.877
H 0.724 3.089 0.869
H -0.157 1.581 1.226
H -0.242 2.265 -0.447
C -3.363 1.372 -0.453
C -2.635 0.400 -0.544
C -1.725 -0.688 -0.549
C -0.972 -0.995 -1.738
C -1.592 -1.634 0.606
N -1.119 -1.029 1.863
H -3.885 2.300 -0.322
H -1.101 -0.387 -2.637
H -0.042 -1.540 -1.623
H -2.537 -2.191 0.769
H -0.842 -2.406 0.297
H -0.184 -0.668 1.773
H -1.769 -0.319 2.199
*
```


Molecular formula: C9H12N2O3
Method: DFT, wB97M-V/def2-TZVPD

Results
SMILES string ... C/C=C(\C)C1(C)C(=O)NC(=O)NC1=O
HOMO level ... -9.41 eV
Gap between HOMO and LUMO ... 9.999 eV
Energy relative to the best compared isomer or geometry (same formula, charge and spin) ... 0.0 kJ/mol

The geometry in ORCA input format:
```
! wB97M-V def2-TZVPD RIJCOSX def2/J DEFGRID3
* xyz 0 1
C -0.574 -3.095 0.555
C -0.473 -1.638 0.142
C 0.234 -0.633 0.758
C 1.001 -0.887 2.072
C 0.253 0.775 0.119
C 0.971 1.809 0.984
C 0.965 0.730 -1.238
O 2.152 0.522 -1.366
N 0.392 1.159 -2.391
C -0.928 1.429 -2.483
O -1.450 1.608 -3.583
N -1.723 1.346 -1.380
C -1.183 1.206 -0.145
O -1.943 1.445 0.760
H 0.362 -3.511 0.895
H -0.873 -3.666 -0.337
H -1.313 -3.187 1.369
H -1.023 -1.432 -0.776
H 0.444 -0.327 2.863
H 2.063 -0.577 1.982
H 0.995 -1.935 2.369
H 2.028 1.580 1.099
H 0.484 1.863 1.971
H 0.944 2.811 0.500
H 0.842 0.886 -3.276
H -2.650 1.719 -1.462
*
```


Molecular formula: C9H12N2O3Rb
Method: DFT, wB97M-V/def2-TZVPD

Results
HOMO level ... -12.40 eV
Gap between HOMO and LUMO ... 9.036 eV

The geometry in ORCA input format:
```
! wB97M-V def2-TZVPD RIJCOSX def2/J DEFGRID3
* xyz 1 1
Rb 0.364 2.301 1.300
C 1.238 2.186 -2.764
O 0.959 2.214 -1.568
N 2.251 2.851 -3.343
C 2.514 2.677 -4.752
C 3.104 3.745 -2.606
H 0.663 1.589 -3.481
H 2.423 3.602 -5.325
H 1.820 1.984 -5.228
H 3.512 2.261 -4.909
H 4.131 3.372 -2.645
H 3.096 4.759 -3.014
H 2.804 3.848 -1.569
C -2.503 -3.705 4.403
C -3.056 -3.977 3.160
C -2.750 -3.247 2.021
C -1.848 -2.196 2.142
C -1.266 -1.939 3.384
C -1.599 -2.644 4.510
N -1.522 -1.394 0.973
O -2.071 -1.673 -0.065
O -0.743 -0.449 1.110
H -2.839 -4.317 5.227
H -3.755 -4.793 3.022
H -3.214 -3.497 1.078
H -0.570 -1.112 3.469
H -1.146 -2.446 5.471
*
```


Repeat the fifth record exactly.
Molecular formula: C9H12FNO2S
Method: DFT, wB97M-V/def2-TZVPD

Results
HOMO level ... -8.83 eV
Gap between HOMO and LUMO ... 7.748 eV
Energy relative to the best compared isomer or geometry (same formula, charge and spin) ... 139.4 kJ/mol

The geometry in ORCA input format:
```
! wB97M-V def2-TZVPD RIJCOSX def2/J DEFGRID3
* xyz 0 1
C -1.198 -0.025 1.658
C -0.550 -0.310 2.833
C 0.077 -2.395 2.099
C -0.637 -2.337 0.918
C -1.269 -1.061 0.677
C 1.908 1.242 -0.073
C -0.603 -3.313 -0.261
C 0.765 3.423 -1.153
C -2.135 0.498 -0.826
N 0.059 -1.437 3.026
O -1.086 1.290 -0.822
O -1.956 -0.826 -0.454
F -3.147 1.101 -0.038
S 0.638 2.181 0.186
H -1.606 0.919 1.681
H -0.457 0.453 3.717
H 0.601 -3.265 2.188
H 2.353 0.949 -0.953
H 2.506 0.877 0.746
H -0.926 -2.752 -1.066
H 0.422 -3.633 -0.384
H -1.290 -4.132 -0.009
H -0.258 3.484 -1.773
H 0.800 4.316 -0.651
H 1.642 3.169 -1.921
H -2.561 0.392 -1.786
*
```


Which formula does entry 9 have?
C9H12N2O3Rb